Entry 1:
Formula: C37H37FGeN2O4ReSSi
Source: OMol25
Level of theory: the ωB97M-V functional and the def2-TZVPD basis

Results
E_HOMO   -0.42795 hartree
Energy relative to the best compared isomer or geometry (same formula, charge and spin)   1.1 kcal per mole
LUMO energy   -4.799 eV
Spin multiplicity   1
Net charge   +1

Element x y z (Å)
Re  -0.74  -1.61  1.11
C  2.88  4.66  1.94
C  1.65  3.76  2.04
C  0.68  3.83  1.06
C  -0.45  3.06  1.16
C  -0.63  2.19  2.20
C  0.34  2.02  3.19
C  1.43  2.88  3.12
S  -2.09  1.21  2.25
O  -2.85  1.36  3.48
O  -2.67  1.29  0.95
N  -1.43  -0.36  2.36
C  -1.78  -1.13  3.60
C  -2.41  -2.54  3.12
O  -3.06  -3.28  3.77
O  -2.06  -2.77  1.81
H  2.67  5.43  1.21
H  3.78  4.14  1.64
H  3.12  5.07  2.93
H  0.75  4.52  0.22
H  -1.26  3.17  0.46
H  0.17  1.37  4.04
H  2.17  2.81  3.93
H  -2.50  -0.50  4.15
H  -0.94  -1.47  4.23
C  2.28  -1.36  -1.64
Si  1.99  -2.86  -0.42
C  1.11  -4.12  -1.45
C  3.51  -3.63  0.37
N  1.02  -2.42  0.99
C  1.44  -2.33  2.41
C  2.05  -1.15  2.89
C  2.18  -1.04  4.27
C  1.69  -2.02  5.14
C  1.09  -3.17  4.64
C  0.98  -3.28  3.28
F  0.39  -4.38  2.70
H  2.86  -1.76  -2.46
H  2.74  -0.41  -1.34
H  1.36  -1.10  -2.18
H  0.23  -3.73  -2.03
H  0.72  -4.96  -0.86
H  1.83  -4.54  -2.13
H  4.27  -3.99  -0.32
H  3.11  -4.41  0.98
H  3.92  -2.90  1.07
H  2.31  -0.35  2.22
H  2.61  -0.17  4.65
H  1.81  -1.88  6.20
H  0.73  -3.89  5.34
C  -1.14  -0.83  -0.34
Ge  -1.46  0.55  -1.99
C  -3.28  1.15  -1.90
C  -4.43  0.40  -2.21
C  -5.66  1.01  -2.19
C  -5.84  2.29  -1.71
C  -4.73  3.03  -1.37
C  -3.44  2.44  -1.46
C  -1.00  -0.71  -3.37
C  0.04  -0.37  -4.29
C  0.52  -1.33  -5.22
C  0.10  -2.61  -5.10
C  -0.90  -2.98  -4.22
C  -1.49  -2.03  -3.39
C  0.01  1.75  -1.80
C  1.04  1.42  -0.93
C  2.27  2.03  -1.05
C  2.45  3.04  -2.01
C  1.41  3.41  -2.88
C  0.20  2.73  -2.77
H  -4.24  -0.61  -2.57
H  -6.47  0.45  -2.58
H  -6.79  2.77  -1.82
H  -4.83  4.06  -1.10
H  -2.62  3.12  -1.21
H  0.49  0.61  -4.36
H  1.32  -1.04  -5.87
H  0.49  -3.38  -5.80
H  -1.26  -4.00  -4.19
H  -2.26  -2.44  -2.71
H  1.03  0.68  -0.18
H  3.09  1.70  -0.39
H  3.45  3.42  -2.16
H  1.55  4.12  -3.70
H  -0.63  2.88  -3.46

Results of the Mulliken charge analysis, in e, for atoms 1 through 4: atom 1 (Re): 0.61, atom 2 (C): -1.61, atom 3 (C): 0.64, atom 4 (C): -0.24

---

Entry 2:
Formula: C37H37IIrN6O2P
Source: OMol25
Level of theory: the ωB97M-V functional and the def2-TZVPD basis

Results
E_HOMO   -0.48402 hartree
Energy relative to the best compared isomer or geometry (same formula, charge and spin)   0.0 kcal per mole
LUMO energy   -5.703 eV
Spin multiplicity   1
Net charge   +2

Element x y z (Å)
Ir  1.08  0.17  0.84
C  0.56  2.27  -3.31
C  -0.36  1.13  -3.00
N  -1.18  0.71  -3.93
C  -2.02  -0.32  -3.66
C  -2.08  -0.95  -2.45
C  -3.08  -2.04  -2.24
O  -2.41  -3.23  -1.80
C  -1.20  -0.52  -1.41
C  -1.37  -1.10  -0.11
N  -0.67  -0.89  0.95
C  -1.15  -1.38  2.21
C  -2.51  -1.59  2.44
C  -2.96  -2.06  3.66
C  -2.07  -2.32  4.69
C  -0.71  -2.08  4.49
C  -0.28  -1.61  3.27
I  1.75  -1.18  3.01
C  -0.30  0.53  -1.70
O  0.60  1.03  -0.90
H  0.40  2.59  -4.33
H  1.61  1.97  -3.19
H  0.40  3.10  -2.63
H  -2.66  -0.62  -4.48
H  -3.62  -2.22  -3.17
H  -3.82  -1.73  -1.49
H  -2.92  -4.00  -2.06
H  -2.21  -1.79  -0.01
H  -3.23  -1.36  1.67
H  -4.02  -2.22  3.81
H  -2.42  -2.68  5.64
H  -0.01  -2.25  5.30
N  1.51  3.09  1.50
P  0.24  2.02  1.80
C  -0.08  2.14  3.56
C  1.01  2.01  4.42
C  0.83  2.08  5.79
C  -0.45  2.26  6.32
C  -1.53  2.39  5.47
C  -1.36  2.34  4.09
C  -1.20  2.60  0.89
C  -1.09  3.65  -0.02
C  -2.17  4.01  -0.80
C  -3.37  3.32  -0.69
C  -3.49  2.28  0.22
C  -2.41  1.91  1.00
C  2.70  2.65  0.96
C  3.78  3.52  0.77
C  4.95  3.03  0.25
C  5.04  1.67  -0.07
C  3.95  0.87  0.14
N  2.79  1.34  0.65
H  1.49  4.04  1.85
H  2.01  1.89  4.02
H  1.68  2.00  6.46
H  -0.59  2.31  7.39
H  -2.52  2.56  5.87
H  -2.21  2.48  3.44
H  -0.15  4.18  -0.13
H  -2.08  4.83  -1.50
H  -4.22  3.61  -1.30
H  -4.43  1.75  0.31
H  -2.51  1.09  1.70
H  3.67  4.56  1.03
H  5.79  3.69  0.10
H  5.95  1.25  -0.48
H  3.96  -0.18  -0.10
N  1.87  -1.39  -0.37
C  1.67  -2.03  -1.33
N  1.47  -2.75  -2.37
C  1.34  -2.11  -3.70
C  2.02  -2.97  -4.75
C  1.51  -4.40  -4.70
C  1.72  -5.00  -3.31
C  1.02  -4.16  -2.25
H  1.77  -1.11  -3.64
H  0.27  -2.01  -3.91
H  3.10  -2.95  -4.59
H  1.84  -2.52  -5.73
H  2.03  -5.01  -5.44
H  0.45  -4.43  -4.96
H  2.78  -5.06  -3.08
H  1.32  -6.02  -3.26
H  1.26  -4.50  -1.24
H  -0.06  -4.17  -2.37

Results of the Mulliken charge analysis, in e, for atoms 1 through 4: atom 1 (Ir): 1.74, atom 2 (C): -1.37, atom 3 (C): 0.34, atom 4 (N): -0.56

---

Entry 3:
Formula: C37H37N7O4S
Source: OMol25
Level of theory: the ωB97M-V functional and the def2-TZVPD basis

Results
E_HOMO   -0.34314 hartree
LUMO energy   0.529 eV
Spin multiplicity   1
Net charge   0

Element x y z (Å)
O  1.07  4.08  -2.84
S  0.53  2.86  -3.43
O  0.86  2.87  -4.83
O  -1.04  2.69  -3.01
C  -1.16  1.93  -1.73
C  0.33  1.53  -1.45
C  0.62  0.37  -0.43
C  0.57  -0.97  -1.00
C  0.88  -2.07  -0.07
C  1.18  -1.56  1.32
C  1.16  -0.17  1.72
N  0.86  0.80  0.82
O  1.03  1.45  -2.71
H  -1.51  2.73  -1.02
H  -1.92  1.16  -2.00
H  0.75  2.45  -0.97
H  0.36  -1.16  -2.08
H  0.90  -3.14  -0.37
H  1.44  -2.31  2.10
H  1.42  0.12  2.76
N  3.72  1.43  3.09
C  3.89  2.54  3.81
C  5.06  2.85  4.49
C  6.12  1.95  4.40
C  5.96  0.80  3.65
C  4.75  0.59  3.02
H  3.03  3.21  3.85
H  5.15  3.76  5.06
H  7.05  2.15  4.91
H  6.76  0.07  3.56
H  4.58  -0.30  2.42
N  -0.64  -3.98  -2.35
C  -0.91  -4.22  -3.64
C  -1.85  -5.14  -4.08
C  -2.54  -5.87  -3.12
C  -2.28  -5.64  -1.78
C  -1.33  -4.69  -1.45
H  -0.34  -3.63  -4.35
H  -2.03  -5.29  -5.14
H  -3.28  -6.60  -3.42
H  -2.80  -6.19  -1.01
H  -1.09  -4.48  -0.41
N  -2.32  -4.61  -7.49
C  -3.56  -4.34  -7.92
C  -4.00  -4.61  -9.21
C  -3.11  -5.19  -10.10
C  -1.82  -5.47  -9.67
C  -1.48  -5.17  -8.37
H  -4.21  -3.88  -7.19
H  -5.01  -4.37  -9.50
H  -3.42  -5.41  -11.11
H  -1.10  -5.92  -10.34
H  -0.48  -5.37  -7.99
N  0.05  2.14  5.80
C  1.35  2.21  6.12
C  1.82  2.73  7.31
C  0.90  3.22  8.23
C  -0.45  3.16  7.92
C  -0.82  2.61  6.70
H  2.03  1.83  5.37
H  2.89  2.76  7.51
H  1.23  3.63  9.17
H  -1.19  3.52  8.61
H  -1.86  2.54  6.41
N  2.35  5.86  2.69
C  1.12  6.15  2.26
C  0.68  5.92  0.97
C  1.56  5.36  0.06
C  2.85  5.06  0.48
C  3.19  5.32  1.80
H  0.46  6.59  3.01
H  -0.34  6.18  0.68
H  1.26  5.17  -0.96
H  3.57  4.62  -0.20
H  4.18  5.09  2.17
N  -2.88  -2.59  1.63
C  -2.33  -1.41  1.30
C  -3.07  -0.27  1.03
C  -4.45  -0.35  1.10
C  -5.04  -1.55  1.43
C  -4.22  -2.64  1.69
H  -1.25  -1.41  1.25
H  -2.58  0.66  0.77
H  -5.06  0.53  0.89
H  -6.12  -1.65  1.50
H  -4.63  -3.60  1.96

Results of the Mulliken charge analysis, in e, for atoms 1 through 4: atom 1 (O): -0.57, atom 2 (S): 1.13, atom 3 (O): -0.60, atom 4 (O): -0.36

---

Entry 4:
Formula: C37H37NP2ReS2
Source: OMol25
Level of theory: the ωB97M-V functional and the def2-TZVPD basis

Results
E_HOMO (alpha / beta)   -0.26059 / -0.24802 hartree
Energy relative to the best compared isomer or geometry (same formula, charge and spin)   1.2 kcal per mole
LUMO energy (alpha / beta)   0.154 / 0.251 eV
Spin multiplicity   2
Net charge   0

Element x y z (Å)
Re  -0.15  0.19  -0.18
S  1.02  -1.49  1.10
P  -0.63  -2.55  0.52
C  -1.67  -1.33  0.03
P  -2.54  -0.99  -1.37
S  -1.39  0.42  -2.29
C  -2.93  -2.38  -2.45
C  -3.99  -3.22  -2.09
C  -4.26  -4.35  -2.84
C  -3.46  -4.66  -3.94
C  -2.41  -3.83  -4.29
C  -2.14  -2.69  -3.54
C  -4.14  -0.25  -0.96
C  -5.06  0.01  -1.97
C  -6.26  0.62  -1.68
C  -6.55  0.98  -0.36
C  -5.64  0.72  0.65
C  -4.43  0.10  0.35
C  -1.24  -3.56  1.90
C  -0.40  -4.48  2.52
C  -0.88  -5.26  3.56
C  -2.20  -5.11  3.98
C  -3.03  -4.19  3.36
C  -2.55  -3.41  2.32
C  -0.18  -3.76  -0.76
C  0.79  -3.43  -1.70
C  1.07  -4.30  -2.74
C  0.37  -5.49  -2.85
C  -0.62  -5.81  -1.93
C  -0.89  -4.95  -0.88
H  -4.61  -2.97  -1.24
H  -5.08  -5.00  -2.57
H  -3.67  -5.54  -4.53
H  -1.79  -4.07  -5.14
H  -1.31  -2.04  -3.80
H  -4.83  -0.26  -3.00
H  -6.98  0.83  -2.46
H  -7.50  1.46  -0.13
H  -5.87  1.00  1.67
H  -3.70  -0.09  1.12
H  0.63  -4.59  2.18
H  -0.23  -5.97  4.05
H  -2.58  -5.72  4.79
H  -4.06  -4.07  3.70
H  -3.18  -2.67  1.83
H  1.33  -2.49  -1.61
H  1.83  -4.05  -3.46
H  0.58  -6.17  -3.67
H  -1.17  -6.74  -2.02
H  -1.65  -5.20  -0.15
C  3.62  1.63  -0.95
C  2.84  2.59  -1.84
C  2.14  1.86  -2.99
C  1.93  3.54  -1.08
C  2.21  4.90  -1.18
C  1.45  5.85  -0.52
C  0.40  5.44  0.28
C  0.08  4.09  0.42
C  -1.08  3.76  1.35
C  -0.68  2.91  2.56
C  -2.29  3.16  0.61
C  0.85  3.14  -0.27
N  0.57  1.78  -0.16
H  4.39  1.12  -1.53
H  2.97  0.86  -0.52
H  4.11  2.16  -0.13
H  3.59  3.24  -2.31
H  1.45  1.11  -2.63
H  2.89  1.36  -3.62
H  1.59  2.56  -3.62
H  3.04  5.21  -1.80
H  1.69  6.90  -0.61
H  -0.19  6.18  0.81
H  -1.42  4.72  1.74
H  -0.39  1.91  2.27
H  -1.52  2.84  3.25
H  0.16  3.38  3.09
H  -2.08  2.15  0.25
H  -2.57  3.77  -0.24
H  -3.14  3.10  1.29

Results of the Mulliken charge analysis, in e, for atoms 1 through 4: atom 1 (Re): 0.29, atom 2 (S): -0.66, atom 3 (P): 1.43, atom 4 (C): -0.90

---

Entry 5:
Formula: C37H38F48N3O8
Source: OMol25
Level of theory: the ωB97M-V functional and the def2-TZVPD basis

Results
E_HOMO   -0.47839 hartree
Energy relative to the best compared isomer or geometry (same formula, charge and spin)   0.0 kcal per mole
LUMO energy   -5.589 eV
Spin multiplicity   1
Net charge   +1

Element x y z (Å)
C  0.87  2.68  -2.09
C  0.60  2.13  -3.45
O  0.84  0.97  -3.73
O  0.11  2.97  -4.41
C  -1.29  3.20  -4.28
C  -2.11  1.92  -4.18
C  -2.85  1.68  -2.86
C  -4.40  1.84  -2.97
N  -4.74  2.66  -1.77
C  -3.56  3.35  -1.65
N  -3.47  4.66  -1.63
N  -2.47  2.47  -1.66
H  1.93  2.75  -1.96
H  0.45  3.65  -1.93
H  0.52  1.97  -1.37
H  -1.59  3.70  -5.18
H  -1.49  3.90  -3.49
H  -2.87  1.96  -4.93
H  -1.53  1.04  -4.38
H  -2.70  0.65  -2.62
H  -5.00  0.95  -2.93
H  -4.70  2.45  -3.80
H  -4.89  2.11  -0.93
H  -3.75  5.18  -2.44
H  -3.18  5.15  -0.79
H  -2.61  1.84  -0.89
C  -0.98  -4.22  -0.92
C  -2.42  -4.12  -0.39
C  -3.53  -4.74  -1.24
F  -3.61  -4.14  -2.45
F  -4.72  -4.56  -0.62
F  -2.72  -2.81  -0.11
F  -2.44  -4.78  0.80
O  -0.44  -3.09  -1.57
C  -0.63  -2.82  -2.89
C  -1.37  -1.50  -3.03
F  -2.57  -1.55  -2.39
F  -1.61  -1.18  -4.32
F  -1.24  -3.81  -3.56
F  0.58  -2.64  -3.45
H  -0.35  -4.30  -0.03
H  -0.81  -5.14  -1.48
H  -3.36  -5.81  -1.37
H  -0.78  -0.70  -2.58
C  5.17  0.72  -5.48
C  4.78  0.32  -4.05
C  3.87  1.28  -3.27
F  4.44  2.49  -3.09
F  3.63  0.76  -2.04
F  5.90  0.06  -3.33
F  4.09  -0.85  -4.14
O  6.44  1.33  -5.69
C  6.61  2.68  -5.56
C  7.58  3.02  -4.42
F  7.14  2.53  -3.25
F  7.67  4.36  -4.31
F  5.44  3.33  -5.42
F  7.17  3.12  -6.70
H  5.26  -0.23  -6.01
H  4.38  1.27  -5.98
H  2.92  1.41  -3.78
H  8.57  2.60  -4.63
C  0.29  -1.55  5.17
C  0.04  -0.63  3.96
C  -0.52  -1.27  2.68
F  0.30  -2.20  2.17
F  -0.67  -0.30  1.74
F  1.18  0.06  3.66
F  -0.88  0.29  4.35
O  1.60  -2.02  5.39
C  2.07  -3.15  4.76
C  3.24  -2.83  3.83
F  2.88  -1.93  2.89
F  3.62  -3.96  3.20
F  1.08  -3.80  4.11
F  2.53  -3.97  5.71
H  0.09  -0.92  6.04
H  -0.44  -2.35  5.21
H  -1.50  -1.72  2.85
H  4.08  -2.43  4.40
C  4.69  2.70  4.70
C  3.34  2.71  5.43
C  2.08  2.85  4.58
F  2.05  4.02  3.88
F  0.98  2.83  5.38
F  3.36  3.66  6.38
F  3.23  1.51  6.06
O  5.43  3.91  4.64
C  5.21  4.84  3.65
C  4.70  6.16  4.23
F  3.56  5.98  4.91
F  4.46  7.02  3.21
F  4.40  4.36  2.69
F  6.40  5.09  3.07
H  5.32  2.04  5.29
H  4.62  2.23  3.72
H  1.99  2.03  3.87
H  5.45  6.60  4.89
C  -4.15  -10.83  -0.43
C  -5.05  -11.51  0.61
C  -6.46  -10.95  0.81
F  -6.43  -9.67  1.24
F  -7.10  -11.69  1.74
F  -4.40  -11.58  1.79
F  -5.22  -12.79  0.17
O  -3.18  -9.89  0.04
C  -3.49  -8.58  0.24
C  -3.34  -8.18  1.71
F  -4.13  -8.93  2.50
F  -3.70  -6.88  1.86
F  -4.70  -8.26  -0.24
F  -2.58  -7.84  -0.46
H  -3.54  -11.63  -0.85
H  -4.72  -10.43  -1.27
H  -7.03  -11.00  -0.12
H  -2.31  -8.31  2.04
C  -0.28  5.47  2.10
C  -1.70  5.46  2.70
C  -2.75  4.57  2.04
F  -2.99  4.91  0.75
F  -3.92  4.68  2.70
F  -2.16  6.73  2.79
F  -1.58  4.99  3.96
O  0.07  6.54  1.22
C  -0.19  6.53  -0.12
C  -1.16  7.65  -0.52
F  -2.33  7.57  0.14
F  -1.43  7.54  -1.85
F  -0.64  5.31  -0.53
F  0.97  6.75  -0.77
H  0.38  5.61  2.95
H  -0.02  4.50  1.68
H  -2.44  3.52  2.07
H  -0.71  8.63  -0.32

Results of the Mulliken charge analysis, in e, for atoms 1 through 4: atom 1 (C): -0.69, atom 2 (C): 1.05, atom 3 (O): -0.62, atom 4 (O): -0.47

---

no.,maximum force (eV/Å),calculated total energy (Ha)
1,2.61,-4785.06735
2,0.25,-2654.18497
3,4.76,-2514.44026
4,0.70,-3044.28078
5,2.44,-6992.13774